Molecular formula: C21H30N5OSSi2Sr
Method: DFT, ωB97M-V/def2-TZVPD

Largest force on an atom ... 2.2 eV/Å
Kohn-Sham gap ... 4.03 eV
Energy above the lowest of the compared OMol25 structures with the same formula, charge and spin ... 1.442 eV
Charge ... -1
Electronic energy ... -59192.211 eV
HOMO ... -3.0584 eV

Last column: natural (NBO) charge in e.
Cartesian coordinates (Å):
Sr: -2.498 0.012 -0.389  1.813
N: -2.055 3.999 2.135  -0.819
C: -2.239 2.738 1.599  0.316
S: -2.895 2.735 -0.048  -0.671
N: -1.933 1.776 2.412  -0.444
N: -2.047 0.470 1.931  -0.430
C: -1.656 -0.410 2.771  0.121
C: -1.637 -1.871 2.585  -0.139
C: -1.062 -2.603 3.627  -0.159
C: -0.993 -3.983 3.615  -0.300
C: -1.532 -4.662 2.523  -0.172
C: -2.111 -3.969 1.478  -0.309
C: -2.167 -2.566 1.465  0.373
O: -2.702 -1.932 0.444  -0.960
H: -1.968 4.735 1.455  0.386
H: -1.396 4.021 2.898  0.389
H: -1.308 -0.043 3.738  0.183
H: -0.651 -2.051 4.465  0.203
H: -0.531 -4.520 4.432  0.202
H: -1.495 -5.745 2.490  0.196
H: -2.532 -4.489 0.625  0.205
N: -1.340 0.758 -8.150  -0.283
C: -1.632 0.616 -7.049  0.272
C: -2.014 0.445 -5.655  -0.114
C: -2.408 1.539 -4.907  -0.199
C: -2.760 1.328 -3.581  0.054
N: -2.734 0.121 -3.013  -0.508
C: -2.351 -0.923 -3.749  0.059
C: -1.980 -0.812 -5.080  -0.208
H: -2.435 2.531 -5.333  0.240
H: -3.055 2.156 -2.947  0.231
H: -2.325 -1.886 -3.253  0.221
H: -1.666 -1.680 -5.641  0.240
C: 3.212 -1.616 -0.445  -1.119
Si: 1.855 -0.358 -0.820  1.706
C: 2.535 0.564 -2.339  -1.128
C: 0.423 -1.368 -1.564  -1.124
C: 1.295 0.594 0.548  -1.765
Si: 2.270 1.424 1.776  1.707
C: 3.920 0.561 2.118  -1.113
C: 1.440 1.583 3.465  -1.126
C: 2.782 3.205 1.349  -1.121
H: 3.391 -2.274 -1.303  0.209
H: 2.943 -2.232 0.417  0.229
H: 4.154 -1.112 -0.212  0.225
H: 2.864 -0.100 -3.149  0.203
H: 3.389 1.178 -2.035  0.222
H: 1.774 1.244 -2.737  0.212
H: 0.779 -2.134 -2.263  0.223
H: -0.252 -0.712 -2.134  0.175
H: -0.147 -1.878 -0.778  0.229
H: 0.253 0.924 0.468  0.214
H: 3.768 -0.512 2.263  0.226
H: 4.389 0.969 3.020  0.214
H: 4.626 0.690 1.291  0.215
H: 1.453 0.618 3.985  0.216
H: 0.394 1.887 3.369  0.238
H: 1.966 2.311 4.092  0.207
H: 3.420 3.204 0.459  0.216
H: 3.321 3.712 2.159  0.203
H: 1.890 3.793 1.108  0.217